# 1
DFT (wB97M-V/def2-TZVPD) results for an isolated molecule of C2H7N3S in a non-equilibrium geometry.

```
13
Properties=species:S:1:pos:R:3:forces:R:3:nbo_charge:R:1
S -0.243399 -1.513454 -1.334208 0.30 0.99 0.59 0.15
N 0.116821 -0.355904 -0.053650 0.55 -1.00 -0.81 -0.59
N 0.861510 2.002752 1.082282 -0.40 0.64 0.49 -0.66
N -0.358528 1.890781 0.475293 -0.21 -0.43 -0.42 -0.25
C -0.654079 0.783835 -0.075777 -1.22 1.02 0.63 0.15
C 0.197333 -1.003989 1.235322 0.71 0.19 0.73 -0.43
H 0.546952 -0.325998 2.029918 -0.13 0.10 -0.49 0.22
H -1.668028 0.704867 -0.419556 -0.37 0.02 -0.57 0.17
H 1.590582 1.450178 0.679870 0.51 -0.45 -0.41 0.35
H 1.064389 2.984883 1.076499 0.47 0.17 0.19 0.37
H -0.748083 -1.411270 1.572170 -0.32 -0.32 0.00 0.18
H 0.952492 -1.758871 1.117561 0.13 -0.66 0.29 0.21
H 0.557928 -0.871003 -2.193858 -0.03 -0.27 -0.24 0.12
```
Forces are in eV/Å.

Summary:
highest occupied orbital energy	-8.50	eV
Kohn-Sham gap	9.28	eV
LUMO	0.0286	Eh
SMILES string	CN(S)/C=N\N
F_max	1.714	eV/Å
charge	0

***

# 2
DFT (wB97M-V/def2-TZVPD) results for an isolated molecule of C5H8O.

```
14
Properties=species:S:1:pos:R:3:forces:R:3:nbo_charge:R:1
O -1.851017 -0.335731 -0.306925 -0.09 -0.25 -0.01 -0.74
C 0.709988 1.015341 0.770846 0.13 0.52 -0.24 -0.23
C 0.029801 1.140231 -0.556961 -0.03 0.05 -0.09 -0.46
C 0.445507 -1.160403 -0.129608 0.01 -0.21 -0.34 -0.37
C -0.518709 -0.268122 -0.865450 0.25 0.15 -0.19 0.04
C 0.992030 -0.356385 0.946469 -0.10 -0.31 0.43 -0.45
H 1.615098 -0.753156 1.744820 -0.08 0.08 -0.17 0.25
H 0.817103 1.325770 -1.310821 -0.11 0.02 0.08 0.22
H 1.021444 1.816433 1.427105 -0.06 -0.14 -0.12 0.22
H -0.736294 1.915880 -0.646533 0.12 -0.12 0.02 0.23
H -0.136220 -0.398717 1.246766 -0.05 -0.12 0.44 0.42
H 0.309667 -2.232633 -0.030265 0.03 0.14 -0.05 0.21
H -2.123689 -1.262631 -0.343717 -0.02 0.19 0.04 0.47
H -0.574708 -0.445876 -1.945726 0.01 0.00 0.19 0.19
```
Forces are in eV/Å.

Summary:
highest occupied orbital energy (spin up / spin down)	-6.82 / -7.00	eV
Kohn-Sham gap (spin up / spin down)	7.75 / 7.95	eV
LUMO (spin up / spin down)	0.0341 / 0.0348	Eh
F_max	0.582	eV/Å
charge	0

***

# 3
DFT (wB97M-V/def2-TZVPD) results for an isolated molecule of C20H27ClN4OS.

```
54
Properties=species:S:1:pos:R:3:forces:R:3:nbo_charge:R:1
Cl 7.407280 -2.427781 -0.788357 0.19 -0.08 -0.09 0.00
S -0.032627 -0.228421 2.126996 -0.42 -0.08 0.56 -0.26
O 4.136955 1.840188 -0.638753 0.01 -0.31 -0.34 -0.40
N -5.404583 -1.290985 0.344114 0.06 -0.03 -0.03 -0.44
N -3.196659 0.148477 -0.757528 -0.12 0.06 -0.07 -0.45
N 1.020500 0.111877 -0.278124 0.39 -0.03 0.26 -0.43
N 2.486297 -0.176331 1.541608 -0.12 0.15 0.20 -0.62
C -2.473723 1.297123 -1.268321 0.19 0.08 0.01 -0.20
C 2.022790 0.732633 -1.129849 0.52 0.05 -0.20 -0.27
C 1.212803 -0.105493 1.041138 0.02 -0.03 0.17 0.31
C -4.387735 -0.131700 -1.536182 -0.06 -0.28 -0.11 -0.22
C 4.876120 -0.351886 1.476513 -0.21 -0.08 -0.06 -0.18
C -4.219698 -1.001549 1.129597 0.03 0.29 0.05 -0.23
C 3.566815 -1.667619 -0.053013 -0.01 0.05 0.28 -0.25
C 4.618105 2.873586 0.073190 -0.04 0.61 0.49 0.08
C 4.726503 -2.190855 -0.593372 0.18 0.06 0.02 -0.20
C 2.426047 2.816198 0.395065 0.04 -0.45 -0.51 -0.31
C 3.630073 -0.725228 0.972435 0.47 -0.30 -0.34 0.14
C 6.034721 -0.872473 0.939184 -0.01 -0.13 -0.06 -0.23
C 3.614150 3.510142 0.732074 0.44 -0.17 -0.18 -0.31
C -5.028604 -1.425891 -1.048802 -0.07 0.25 -0.16 -0.23
C 5.956416 -1.782480 -0.104816 -0.18 0.06 0.06 -0.06
C -6.100639 -2.460428 0.830331 0.01 0.05 -0.02 -0.40
C -3.567964 0.285531 0.640787 0.07 -0.21 0.22 -0.25
C 2.802243 1.806421 -0.441324 -0.67 0.52 0.23 0.27
C -1.064737 1.402589 -0.684008 -0.10 -0.21 -0.10 -0.43
C -0.329365 0.067097 -0.806380 -0.53 0.08 0.03 -0.22
H -6.392525 -2.294561 1.866348 -0.05 -0.07 0.05 0.20
H 2.738520 -0.006116 -1.513353 -0.15 0.16 -0.08 0.23
H -0.275546 -0.240575 -1.853473 0.02 -0.04 -0.01 0.20
H -4.271648 1.124546 0.783584 0.02 0.00 0.00 0.17
H -5.126652 0.685277 -1.453789 0.03 -0.02 -0.04 0.17
H 4.928089 0.358776 2.287962 0.01 0.13 0.05 0.22
H -4.313540 -2.256199 -1.195706 -0.05 0.01 -0.01 0.16
H -6.999723 -2.613695 0.234412 -0.05 -0.07 0.02 0.20
H 5.673766 3.050287 0.025795 0.17 -0.05 -0.08 0.21
H -3.014825 2.242328 -1.078586 -0.01 -0.06 -0.08 0.17
H 6.996994 -0.574436 1.324139 0.10 0.01 0.02 0.23
H -2.674786 0.467390 1.237781 0.01 0.04 0.00 0.23
H -4.511953 -0.883332 2.175252 0.03 -0.03 0.00 0.20
H -0.521861 2.187370 -1.215689 0.02 0.08 -0.01 0.20
H -3.482606 -1.821556 1.064299 -0.01 0.01 0.04 0.17
H -5.926654 -1.631889 -1.636913 0.04 -0.03 0.00 0.20
H -4.105594 -0.241015 -2.586939 -0.03 0.03 0.03 0.20
H 1.489833 1.159387 -1.984479 0.05 -0.10 0.08 0.23
H -5.486373 -3.374208 0.781191 0.01 -0.02 0.00 0.16
H -0.893595 -0.685356 -0.254158 0.15 0.03 -0.19 0.26
H 2.605850 -2.016613 -0.400145 -0.09 0.00 -0.06 0.23
H 1.434325 3.032741 0.735546 -0.27 -0.04 0.07 0.24
H 2.526953 -0.015709 2.539904 -0.16 -0.09 -0.19 0.43
H -1.109541 1.679983 0.368675 0.08 0.03 0.02 0.23
H 4.675187 -2.920711 -1.385954 0.02 -0.07 -0.07 0.23
H -2.392872 1.171897 -2.352826 -0.06 0.05 0.01 0.19
H 3.699310 4.363225 1.372901 0.11 0.19 0.13 0.23
```
Forces are in eV/Å.

Summary:
highest occupied orbital energy	-7.98	eV
Kohn-Sham gap	8.59	eV
LUMO	0.0225	Eh
SMILES string	CN1CCN(CCCN(Cc2ccco2)C(=S)Nc2ccc(Cl)cc2)CC1
F_max	0.879	eV/Å
charge	0

***

# 4
DFT (wB97M-V/def2-TZVPD) results for an isolated molecule of C11H17N3O5S.

```
37
Properties=species:S:1:pos:R:3:forces:R:3:nbo_charge:R:1
S 0.372262 -0.780551 0.433125 -0.91 0.27 -0.15 2.34
O 0.514230 -2.177635 0.130692 0.00 -0.05 -0.30 -0.96
O -0.920787 1.944343 0.254030 0.17 0.13 0.06 -0.60
O 3.673422 1.146303 -0.813755 -0.29 0.00 -0.18 -0.54
O -5.225110 0.541980 -0.125986 -0.24 0.15 -0.01 -0.61
O 0.740922 -0.332771 1.743518 -0.02 0.24 -0.19 -0.93
N -3.082715 1.244870 0.084312 0.03 0.12 0.02 -0.45
N 1.061967 0.103908 -0.774314 -0.26 -0.26 0.74 -0.87
N -3.599113 -1.045187 -0.033841 0.07 0.25 0.04 -0.41
C -3.564320 2.616266 0.084254 -0.08 0.32 -0.01 -0.42
C 3.725904 -0.933465 0.359841 0.05 0.18 -0.03 -0.45
C -1.707096 1.025796 0.190477 -0.20 0.00 -0.04 0.67
C -4.050843 0.273840 -0.029759 0.00 -0.22 -0.02 0.79
C 2.100138 -0.480003 -1.587800 0.66 -0.22 -0.24 -0.24
C -4.576124 -2.106808 -0.156256 -0.36 -0.27 -0.04 -0.42
C -2.284249 -1.332806 0.091513 0.52 0.17 0.01 0.13
C 3.876098 0.236696 1.336117 0.00 0.18 -0.17 -0.44
C 3.504388 -0.251957 -1.005968 -0.20 -0.44 -0.27 0.08
C 4.342278 1.360399 0.412847 0.29 0.02 0.37 -0.06
C -1.351432 -0.371902 0.200037 0.76 -0.40 0.19 -0.51
H 2.883215 -1.569971 0.622463 0.15 -0.13 0.03 0.23
H 4.078839 2.359473 0.762006 0.06 -0.04 0.00 0.19
H 1.889448 -1.547466 -1.659233 0.16 0.04 -0.21 0.23
H -4.549517 -2.748175 0.724532 -0.01 0.01 -0.01 0.21
H 4.629876 -1.542087 0.334294 -0.05 -0.04 -0.01 0.21
H -1.996487 -2.374575 0.097524 -0.06 -0.10 -0.02 0.25
H 1.273537 1.048810 -0.482673 -0.16 0.20 0.15 0.43
H -4.374361 -2.703644 -1.045521 -0.01 0.01 0.01 0.21
H 2.046191 -0.024663 -2.581110 -0.04 -0.10 0.07 0.21
H -4.091778 2.822232 -0.846581 0.01 0.01 0.06 0.22
H 4.589734 0.033650 2.130997 0.01 0.00 0.07 0.21
H -4.252581 2.764674 0.915577 0.02 0.01 -0.06 0.22
H -5.558909 -1.645551 -0.241200 0.14 -0.11 0.01 0.26
H 4.242089 -0.607253 -1.742618 -0.13 0.04 0.09 0.18
H -2.699179 3.266998 0.184164 -0.11 -0.06 -0.01 0.25
H 2.909199 0.477354 1.777430 0.11 0.04 0.02 0.23
H 5.430852 1.308883 0.256870 -0.09 0.06 0.03 0.16
```
Forces are in eV/Å.

Summary:
highest occupied orbital energy	-9.40	eV
Kohn-Sham gap	9.74	eV
LUMO	0.0125	Eh
SMILES string	Cn1cc(S(=O)(=O)NC[C@@H]2CCCO2)c(=O)n(C)c1=O
F_max	0.964	eV/Å
charge	0

***

# 5
DFT (wB97M-V/def2-TZVPD) results for an isolated molecule of C6H10.

```
16
Properties=species:S:1:pos:R:3:forces:R:3:nbo_charge:R:1
C 1.393317 -0.374823 0.309611 0.07 -0.04 0.04 -0.40
C -1.566695 0.559569 0.347014 -0.13 0.05 0.14 -0.42
C 0.913311 1.015468 -0.183137 -0.01 0.07 -0.01 -0.41
C 0.179017 -1.340709 0.268470 0.00 -0.05 0.02 -0.41
C -0.513115 0.829168 -0.689307 0.09 0.10 -0.11 -0.23
C -0.952283 -0.583320 -0.409781 -0.04 -0.13 -0.10 -0.23
H -0.112055 -1.664785 1.275155 0.05 0.05 -0.14 0.20
H -2.596908 0.816746 0.115047 0.19 0.00 0.02 0.22
H 1.829458 -0.318609 1.312055 -0.07 0.00 -0.15 0.21
H -1.580103 -1.111981 -1.122384 0.10 0.08 0.13 0.22
H 2.184052 -0.747753 -0.350807 -0.13 0.05 0.10 0.21
H 0.419772 -2.247788 -0.296024 -0.03 0.14 0.07 0.21
H -1.299973 0.693453 1.395561 0.01 -0.06 -0.19 0.20
H 1.556580 1.390419 -0.986862 -0.11 -0.07 0.12 0.21
H -0.809547 1.327446 -1.608753 0.04 -0.07 0.17 0.22
H 0.955177 1.757504 0.624138 -0.03 -0.10 -0.13 0.20
```
Forces are in eV/Å.

Summary:
highest occupied orbital energy	-9.82	eV
Kohn-Sham gap	11.08	eV
LUMO	0.0462	Eh
SMILES string	C1C[C@@H]2C[C@@H]2C1
F_max	0.198	eV/Å
charge	0

***

# 6
DFT (wB97M-V/def2-TZVPD) results for a structure of composition C11H12AlBClIN2O4PS in a non-equilibrium geometry.

```
35
Properties=species:S:1:pos:R:3:forces:R:3:nbo_charge:R:1
I 0.520778 -0.427820 3.466551 -0.53 0.81 -2.46 0.61
Cl 3.814507 -0.369713 1.336747 -1.50 2.09 0.24 -0.15
S -3.127605 0.984099 -2.902952 3.19 -0.50 3.73 1.06
P 2.876281 1.576748 1.202475 1.64 -0.29 1.25 1.30
Al -2.618813 2.275547 1.999679 0.24 1.28 -0.29 1.07
O 2.840311 2.228589 2.821220 -2.40 -1.01 -3.06 -0.87
O -3.386133 -0.334254 2.795359 2.58 -0.16 -3.07 -0.80
O 1.382740 0.306539 -3.814174 6.93 2.14 5.20 -0.54
O 2.883143 1.709739 -2.372580 -2.65 -2.11 -0.32 -0.50
N -1.472068 1.639293 -2.913117 -0.14 -2.27 5.85 -0.39
N -3.302494 0.219434 -1.316984 5.57 2.48 -0.55 -0.44
C 0.078294 0.338551 1.459728 0.27 1.25 -3.59 -0.18
C -0.870340 1.306862 -1.551788 -2.85 -0.85 -1.12 0.10
C 1.688221 2.464146 -1.963349 -0.72 0.76 -0.68 -0.17
C 0.656552 1.654852 -0.978775 -0.10 -1.14 1.29 0.28
C 2.548347 0.509480 -3.154688 -3.98 -2.09 -3.88 0.78
C 1.131293 1.192240 0.522281 -5.25 -1.21 -0.42 -0.49
C -1.955681 0.459237 -0.647437 1.69 0.79 -0.73 0.01
C -2.543442 -3.494943 2.783545 -0.19 -1.12 -0.26 -0.62
C -1.419344 -0.000347 0.843438 -0.29 0.55 -1.82 -0.26
C 3.723140 -0.677057 -3.249944 0.28 1.03 0.87 -0.71
C -2.434223 -2.554051 1.445490 1.63 0.07 -0.22 -0.75
B -2.469474 -0.911116 1.782702 -1.68 0.17 1.50 1.03
H -1.366899 -2.779232 0.965527 -2.32 0.40 0.69 0.26
H -3.249826 -2.751408 0.629473 1.39 0.36 1.44 0.32
H -3.398245 0.665145 2.714685 -0.68 -2.21 0.86 0.37
H 4.280072 -0.636835 -2.212939 -1.08 -0.25 -2.09 0.24
H 1.107140 2.807946 -2.924135 0.89 -0.83 1.96 0.28
H -3.673829 -3.750759 2.992438 2.35 0.87 -0.10 0.27
H 3.243207 -1.726220 -3.457952 0.67 2.38 0.44 0.29
H -1.966118 -3.059801 3.705944 -1.39 -0.76 -1.74 0.23
H 1.934231 2.673246 2.936751 1.81 -0.59 0.09 0.51
H 4.530110 -0.448988 -4.074360 -1.84 -0.15 1.53 0.30
H -2.027476 -4.540000 2.524893 -1.03 2.38 0.43 0.28
H 2.043643 3.450852 -1.393750 -0.50 -2.26 -0.94 0.29
```
Forces are in eV/Å.

Summary:
highest occupied orbital energy	-18.45	eV
Kohn-Sham gap	3.38	eV
LUMO	-0.5538	Eh
F_max	8.927	eV/Å
charge	+3